(1)
{"formula": "C42H37N5O10", "method": "ωB97M-V with the def2-TZVPD basis set", "symbols": ["O", "N", "O", "C", "C", "C", "C", "C", "C", "H", "H", "H", "H", "H", "O", "N", "O", "C", "C", "C", "C", "C", "C", "H", "H", "H", "H", "H", "O", "N", "O", "C", "C", "C", "C", "C", "C", "H", "H", "H", "H", "H", "O", "N", "O", "C", "C", "C", "C", "C", "C", "H", "H", "H", "H", "H", "O", "N", "O", "C", "C", "C", "C", "C", "C", "H", "H", "H", "H", "H", "C", "C", "C", "C", "C", "C", "H", "H", "H", "H", "H", "H", "C", "C", "C", "C", "C", "C", "H", "H", "H", "H", "H", "H"], "positions_angstrom": [[-9.1934, -1.0210, 0.2265], [-8.7230, -1.8938, -0.4860], [-9.3244, -2.8736, -0.9158], [-7.2863, -1.7190, -0.7940], [-6.5614, -0.7356, -0.2114], [-5.2219, -0.6162, -0.6461], [-4.7352, -1.3924, -1.6730], [-5.5135, -2.4636, -2.1632], [-6.8020, -2.6390, -1.7011], [-6.9376, -0.1197, 0.5734], [-4.5492, -0.0069, -0.1459], [-3.7449, -1.2064, -2.1102], [-4.9806, -3.1097, -2.8092], [-7.3930, -3.4674, -2.0439], [0.8176, 0.2451, -5.2369], [1.5642, 0.2782, -4.2805], [2.4912, 1.0346, -4.1182], [1.2810, -0.6613, -3.1955], [0.5487, -1.8557, -3.4631], [0.4542, -2.7035, -2.4031], [1.1321, -2.4799, -1.2248], [1.8651, -1.3316, -0.9841], [1.9535, -0.3592, -2.0229], [0.0944, -2.0455, -4.4458], [-0.0438, -3.6334, -2.6498], [1.0602, -3.2154, -0.4325], [2.5252, -1.3365, -0.0874], [2.5968, 0.5322, -2.0012], [-4.2491, 3.4470, 2.5502], [-4.9392, 2.6162, 3.1524], [-6.1524, 2.4731, 3.1328], [-4.2192, 1.7519, 4.1059], [-2.8996, 2.0105, 4.2387], [-2.2176, 1.1378, 5.0058], [-2.8273, -0.0074, 5.5675], [-4.1616, -0.2063, 5.3531], [-4.8692, 0.6822, 4.6473], [-2.4581, 2.8693, 3.8040], [-1.1951, 1.2249, 5.2848], [-2.2156, -0.5823, 6.2743], [-4.6961, -0.8886, 6.0412], [-5.9355, 0.6704, 4.5687], [2.6841, 4.2900, -1.7050], [1.6941, 3.9802, -1.0623], [1.6807, 3.7391, 0.1503], [0.4363, 3.9519, -1.7811], [0.4913, 3.4789, -3.0897], [-0.6693, 3.3258, -3.7632], [-1.8678, 3.6002, -3.0993], [-1.8964, 4.1355, -1.7971], [-0.7013, 4.3246, -1.0960], [1.4825, 3.2506, -3.5138], [-0.6614, 2.8069, -4.7041], [-2.7942, 3.3867, -3.6217], [-2.7966, 4.6367, -1.3304], [-0.6458, 4.8316, -0.1447], [8.7330, 0.9351, -1.5337], [7.5410, 0.7016, -1.5136], [7.0208, -0.1173, -2.2496], [6.6901, 1.5073, -0.6611], [5.3414, 1.1971, -0.6179], [4.4731, 1.9556, 0.2123], [4.9363, 2.9876, 0.9776], [6.3072, 3.2324, 1.0089], [7.2036, 2.4237, 0.2416], [4.9112, 0.4277, -1.3039], [3.3721, 1.7497, 0.1653], [4.2208, 3.6286, 1.5038], [6.7148, 4.1091, 1.5494], [8.2526, 2.5905, 0.2597], [5.3356, -3.6956, 0.8002], [5.4172, -3.7062, -0.5659], [4.4840, -4.5142, -1.3013], [3.5538, -5.3370, -0.6199], [3.5668, -5.3545, 0.7826], [4.4293, -4.5110, 1.4332], [6.1338, -3.1732, 1.2956], [6.0076, -3.0658, -1.1846], [4.5885, -4.5884, -2.3790], [2.8309, -5.9143, -1.2318], [2.8605, -5.9478, 1.3379], [4.3590, -4.5009, 2.5179], [-1.9531, -0.8900, 1.0698], [-1.6244, 0.3628, 0.6175], [-0.5036, 0.9769, 1.1498], [0.3342, 0.2743, 2.0419], [-0.0794, -0.8994, 2.5264], [-1.2278, -1.4921, 2.0857], [-2.8246, -1.3756, 0.7475], [-2.0712, 0.9184, -0.1922], [-0.2788, 1.9808, 0.8531], [1.2713, 0.7489, 2.3977], [0.4053, -1.3739, 3.3645], [-1.5073, -2.3922, 2.6920]], "e_lumo_ha": -0.0259, "smiles": "O=[N+]([O-])c1ccccc1.O=[N+]([O-])c1ccccc1.O=[N+]([O-])c1ccccc1.O=[N+]([O-])c1ccccc1.O=[N+]([O-])c1ccccc1.c1ccccc1.c1ccccc1", "homo_energy_ev": -9.458, "homo_lumo_gap_ev": 8.753, "charge": 0}

***

(2)
{"formula": "C42H37N7O2ReS", "method": "ωB97M-V with the def2-TZVPD basis set", "symbols": ["Re", "C", "C", "N", "N", "C", "O", "C", "C", "C", "C", "C", "C", "C", "C", "C", "C", "C", "N", "H", "H", "H", "H", "H", "H", "H", "H", "H", "H", "H", "H", "S", "C", "N", "C", "C", "C", "C", "H", "H", "H", "H", "H", "C", "C", "C", "C", "C", "C", "C", "C", "C", "C", "H", "H", "H", "H", "H", "H", "H", "C", "C", "C", "C", "C", "N", "C", "O", "N", "C", "C", "C", "C", "N", "C", "C", "C", "H", "H", "H", "H", "H", "H", "H", "H", "H", "H", "H", "H", "H"], "positions_angstrom": [[1.7225, 0.5050, -0.3626], [5.9863, 1.1965, 0.1071], [4.5407, 0.9012, 0.2645], [3.7066, 0.8254, -0.7178], [4.0844, 1.0208, -2.0221], [3.0398, 0.9291, -2.8060], [1.8318, 0.6970, -2.3345], [3.1954, 1.0783, -4.2549], [4.4388, 1.4191, -4.7890], [4.5853, 1.5493, -6.1572], [3.4992, 1.3375, -6.9960], [2.2609, 0.9963, -6.4690], [2.1054, 0.8679, -5.1003], [3.9260, 0.6418, 1.5821], [4.6649, 0.6087, 2.7532], [4.0272, 0.3201, 3.9502], [2.6677, 0.0634, 3.9439], [1.9826, 0.1118, 2.7414], [2.5835, 0.4055, 1.5859], [6.2072, 1.4465, -0.9269], [6.5782, 0.3254, 0.3954], [6.2766, 2.0263, 0.7523], [5.2785, 1.5822, -4.1296], [5.5460, 1.8161, -6.5732], [3.6195, 1.4371, -8.0658], [1.4205, 0.8296, -7.1269], [1.1469, 0.5998, -4.6829], [5.7274, 0.7957, 2.7242], [4.5897, 0.2859, 4.8717], [2.1364, -0.1826, 4.8504], [0.9280, -0.1132, 2.6913], [1.7448, 3.1012, -0.3233], [0.2621, 3.8285, 0.1972], [-0.6592, 4.1057, -0.7585], [-1.8348, 4.7272, -0.5362], [-2.1558, 5.1386, 0.7295], [-1.2269, 4.9085, 1.7500], [-0.0380, 4.2557, 1.4937], [-0.4143, 3.8296, -1.7044], [-2.4691, 4.8738, -1.3981], [-3.1005, 5.6220, 0.9168], [-1.4424, 5.2498, 2.7533], [0.6948, 4.0920, 2.2701], [-1.0903, -4.4209, 0.7283], [-1.0908, -3.1241, 1.2754], [-0.1339, -2.2188, 0.9062], [0.8712, -2.5273, -0.0423], [1.8492, -1.5758, -0.5119], [2.8720, -2.0626, -1.3117], [2.9453, -3.4054, -1.7227], [1.9619, -4.2787, -1.3654], [0.9072, -3.8616, -0.5206], [-0.0972, -4.7820, -0.1332], [-1.8555, -5.1287, 1.0117], [-1.8444, -2.8458, 1.9968], [-0.1406, -1.2513, 1.3792], [3.6438, -1.4053, -1.6931], [3.7646, -3.7241, -2.3504], [1.9791, -5.3040, -1.7096], [-0.0531, -5.7868, -0.5309], [-5.1335, -4.6777, 2.5317], [-5.1620, -3.1912, 2.3484], [-4.3956, -2.3484, 3.1467], [-4.4271, -0.9709, 2.9933], [-5.2355, -0.4136, 2.0140], [-5.3750, 0.9911, 1.8532], [-4.4510, 1.9655, 1.9975], [-4.7121, 3.1386, 2.1331], [-3.0864, 1.5428, 1.9602], [-2.4914, 1.0040, 0.8321], [-3.1903, 0.5077, -0.2759], [-2.4825, 0.0309, -1.3604], [-1.0970, 0.0607, -1.3576], [-0.4269, 0.5373, -0.3026], [-1.1016, 0.9720, 0.7690], [-6.0127, -1.2379, 1.2048], [-5.9754, -2.6091, 1.3766], [-4.4795, -4.9626, 3.3531], [-4.7820, -5.1770, 1.6278], [-6.1303, -5.0616, 2.7452], [-3.7783, -2.7738, 3.9278], [-3.8628, -0.3419, 3.6645], [-6.3152, 1.3440, 1.7316], [-2.5096, 2.1896, 2.4783], [-4.2682, 0.4946, -0.2808], [-3.0014, -0.3635, -2.2214], [-0.5066, -0.3016, -2.1868], [-0.5091, 1.3384, 1.5993], [-6.6582, -0.8038, 0.4526], [-6.5958, -3.2353, 0.7498]], "e_lumo_ha": [-0.2267, -0.2562], "spin_multiplicity": 4, "e_above_lowest_kj_mol": 0.00, "homo_energy_ev": [-12.512, -12.764], "homo_lumo_gap_ev": [6.344, 5.793], "charge": 2}

***

Number 1 is which compound?
C42H37N5O10